Entry 1:
Formula: C6H4ClF2N3
Source: OMol25
Level of theory: wB97M-V/def2-TZVPD

Results
2S+1: 1
Gap between HOMO and LUMO: 0.348 Ha
LUMO energy: -0.00242 Eh

Geometry as XYZ:
```
16
Properties=species:S:1:pos:R:3:mulliken_charge:R:1
C 1.64 2.10 0.07 0.002
C -0.80 1.96 0.20 -0.484
C 0.46 1.38 0.07 0.599
C 0.16 -0.02 0.05 -0.093
C -1.98 -1.37 -0.08 -0.760
C 1.86 -1.31 -0.25 0.613
N 2.62 2.72 0.07 -0.524
N -1.71 1.03 0.27 -1.009
N -1.16 -0.19 0.21 0.730
F 2.41 -0.89 -1.37 -0.155
F 1.53 -2.59 -0.40 -0.179
Cl 2.69 -1.04 1.23 -0.055
H -1.01 2.99 0.46 0.457
H -1.33 -2.24 0.20 0.292
H -2.99 -1.10 0.38 0.290
H -2.40 -1.42 -1.11 0.276
```

=====

Entry 2:
Formula: C6H4ClO2PS
Source: OMol25
Level of theory: wB97M-V/def2-TZVPD

Results
ΔE to the lowest compared entry with this formula, charge and spin: 27.66 kcal per mole
2S+1: 1
Gap between HOMO and LUMO (alpha / beta): 0.178 / 0.181 Ha
LUMO energy (alpha / beta): -0.14214 / -0.14043 Eh

Geometry as XYZ:
```
15
Properties=species:S:1:pos:R:3:mulliken_charge:R:1
C 0.51 -1.34 0.42 -0.083
C -1.38 0.19 0.22 -0.115
C 0.66 -1.50 -0.96 -0.687
C -1.23 0.10 -1.13 -0.492
C -0.47 -0.52 1.00 0.003
C -0.24 -0.68 -1.73 0.654
O 2.20 3.34 0.79 -0.542
O 0.49 2.13 2.23 -0.447
P 1.48 2.08 1.11 0.442
S -0.40 -0.27 2.71 0.149
Cl -0.15 -0.90 -3.43 -0.165
H 1.01 -2.13 1.11 0.270
H -1.87 0.93 0.95 0.292
H 1.17 -2.24 -1.52 0.415
H -1.77 0.81 -1.79 0.306
```

=====

Entry 3:
Formula: C6H4FNO2
Source: OMol25
Level of theory: wB97M-V/def2-TZVPD

Results
ΔE to the lowest compared entry with this formula, charge and spin: 144.83 kcal per mole
2S+1: 1
Gap between HOMO and LUMO: 0.332 Ha
LUMO energy: -0.01766 Eh

Geometry as XYZ:
```
14
Properties=species:S:1:pos:R:3:mulliken_charge:R:1
C -0.43 -0.49 0.12 -0.085
C -0.06 0.70 -0.34 -0.463
C -0.07 -1.07 1.33 -0.137
C 0.92 1.53 0.30 0.136
C 0.51 -0.46 2.31 -0.399
C 4.33 3.28 -0.50 0.718
N 1.48 1.18 1.36 -0.162
O 5.29 2.65 -0.55 -0.354
O 3.36 3.87 -0.36 -0.356
F 2.77 1.71 1.50 -0.195
H -0.86 -1.14 -0.71 0.267
H -0.56 1.15 -1.23 0.299
H -0.51 -1.98 1.77 0.358
H 1.28 2.40 -0.27 0.374
```

=====

The evaluated max |F| for the records listed, in turn: 0.093; 0.067; 0.082 Eh/bohr.